(1)
Below is 18 unconnected molecules or ions with the total composition C2H43N2O17 at a distorted geometry, with properties calculated with the ωB97M-V functional and the def2-TZVPD basis.

The geometry in XYZ format:
```
64
Properties=species:S:1:pos:R:3:lowdin_charge:R:1
O 2.069 -1.643 3.617 -0.041
O -4.731 0.926 -1.567 -0.026
O -0.829 -2.348 0.345 -0.056
O 3.453 0.381 2.337 -0.060
O 1.629 1.892 0.798 -0.071
O -3.074 -0.302 0.152 -0.079
O -0.771 2.550 2.125 -0.077
O -2.477 2.830 0.133 -0.043
O -0.752 -0.993 4.912 -0.067
O 1.819 -3.259 0.831 -0.054
O -2.273 -0.792 -3.730 -0.074
O 2.296 -1.512 -1.308 -0.055
O 4.233 0.550 -0.372 -0.061
O -2.755 -2.717 -1.954 -0.056
O 1.088 1.007 3.390 -0.080
O -1.322 -0.493 2.231 -0.067
O 2.544 0.002 -4.273 -0.045
N -0.558 0.700 -0.500 0.164
N 0.279 1.779 -4.023 0.028
C 0.535 1.483 -2.625 -0.256
C -0.517 0.575 -2.010 -0.142
H -2.957 3.082 0.928 0.067
H 2.231 0.649 -4.905 0.018
H 3.495 0.157 -4.255 0.057
H 0.073 -2.325 -0.010 0.029
H -0.386 -0.114 5.026 0.014
H -1.234 -0.979 4.066 0.003
H 2.325 -2.860 0.108 0.017
H -4.348 1.493 -2.239 0.066
H 1.244 0.044 3.244 0.025
H 2.451 2.380 0.864 0.055
H 2.899 -0.322 2.702 0.001
H 4.375 0.243 2.569 0.071
H 1.345 1.553 1.673 0.003
H -2.918 -3.634 -1.714 0.065
H -1.529 0.730 -2.335 0.095
H 1.486 -2.284 3.183 0.064
H -0.708 1.810 -4.214 0.074
H 3.723 0.757 0.431 -0.007
H 0.811 1.312 -4.717 0.027
H 5.150 0.484 -0.093 0.053
H -1.359 0.472 2.308 0.031
H 1.429 -4.120 0.678 0.054
H 2.864 -1.983 -1.931 0.068
H -0.127 2.604 2.854 0.043
H -2.443 -1.154 -2.843 -0.009
H 2.885 -0.756 -1.105 0.023
H -0.712 -2.855 1.154 0.057
H -3.592 -1.116 0.257 0.075
H 1.834 -1.739 4.550 0.080
H 0.373 2.461 -2.120 0.113
H 0.356 0.603 -0.034 0.123
H -2.186 -2.378 -1.245 0.002
H -3.772 0.189 -0.349 0.015
H 1.541 1.044 4.243 0.087
H -0.997 -0.158 -0.134 0.075
H -0.547 3.396 1.718 0.059
H -2.511 3.584 -0.465 0.072
H -2.803 -1.239 -4.391 0.049
H -2.142 -0.758 1.797 0.026
H 1.548 1.236 -2.326 0.101
H -0.153 -0.453 -2.107 0.120
H -1.235 1.411 -0.187 0.090
H -5.107 1.413 -0.828 0.063
```

For the LUMO energy, the calculation gives -2.43 eV. Its energy above the lowest of the compared OMol25 structures with the same formula, charge and spin is 1.4 kcal/mol. Its molar mass is 367.4 g mol⁻¹. Its orbital gap is 8.9 eV. Its HOMO energy is -11.32 eV. As for the charge: +1.

(2)
Below is 21 unconnected molecules or ions with the total composition C2H44O22 at a distorted geometry, with properties calculated with the ωB97M-V functional and the def2-TZVPD basis.

The geometry in XYZ format:
```
68
Properties=species:S:1:pos:R:3:lowdin_charge:R:1
O -2.458 1.950 1.346 -0.074
O -0.479 1.172 3.419 -0.040
O 0.047 -3.223 -2.295 -0.046
O 0.388 2.968 -2.257 -0.069
O 2.644 1.914 -3.973 -0.040
O -0.051 3.812 1.993 -0.077
O -1.306 -3.006 0.173 -0.034
O 3.255 0.951 -0.287 -0.078
O -0.814 0.607 -3.381 -0.023
O 3.499 -2.560 -0.430 -0.055
O 2.230 -2.104 -2.681 -0.089
O -3.071 -2.301 2.151 -0.057
O -2.115 -1.557 -3.048 -0.097
O 2.403 0.192 2.164 -0.034
O -1.828 3.673 -0.708 -0.110
O -3.017 0.015 3.560 -0.052
O 1.945 3.278 0.133 -0.072
O 1.656 -3.004 1.422 -0.061
O -0.433 -1.993 2.906 -0.101
O -3.140 -0.827 -0.583 -0.028
O -1.076 -0.230 1.109 -0.359
O 1.153 0.243 -1.677 -0.322
C -0.201 0.508 0.267 -0.263
C 0.491 -0.432 -0.705 -0.360
H -0.199 0.481 -2.650 -0.016
H -1.959 2.875 -0.135 -0.016
H -2.351 -0.605 -0.129 -0.030
H -0.162 -1.142 -1.194 0.086
H -2.891 -1.387 2.173 -0.041
H -0.718 1.226 -0.446 0.119
H -1.019 -2.108 0.289 -0.004
H 2.069 1.825 -3.238 -0.036
H 4.295 -3.107 -0.561 0.063
H 3.471 2.012 -3.494 0.028
H 1.076 3.511 -1.819 0.047
H -1.560 -0.752 -3.250 -0.015
H 2.496 0.501 -0.704 -0.007
H -0.797 -1.279 2.322 -0.021
H 1.426 -2.653 -2.507 -0.026
H 2.408 1.128 2.350 0.051
H -0.657 -2.585 -2.450 0.009
H 2.495 2.470 -0.052 0.020
H 1.271 -2.202 1.740 -0.032
H 0.645 2.102 -1.943 -0.020
H -0.544 0.641 2.646 -0.035
H 2.310 4.000 -0.374 0.046
H 1.861 -1.273 -2.381 -0.009
H -1.228 -2.542 3.072 0.035
H -0.507 0.646 4.227 0.064
H 3.064 -2.555 -1.268 -0.033
H -1.457 1.190 -2.970 0.064
H -2.322 0.632 3.249 0.008
H -3.335 1.736 1.053 0.047
H 3.281 0.530 0.596 0.021
H -2.638 -1.268 -2.301 -0.018
H -3.834 -0.862 0.082 0.057
H -1.083 -3.444 0.984 0.045
H -1.203 3.293 -1.344 -0.033
H -2.753 -2.586 1.295 -0.005
H -1.898 1.137 1.180 -0.012
H -0.140 -3.400 -1.362 0.038
H 0.402 1.164 0.813 0.075
H -2.602 -0.324 4.332 0.022
H 1.295 -0.973 -0.227 0.091
H -0.320 2.974 2.357 -0.031
H 1.765 0.061 1.436 0.014
H 2.211 -2.751 0.698 -0.052
H 0.613 3.600 1.314 -0.020
```

For the LUMO energy, the calculation gives 4.71 eV. Its energy above the lowest of the compared OMol25 structures with the same formula, charge and spin is 11.2 kcal/mol. Its molar mass is 420.4 g mol⁻¹. Its orbital gap is 8.1 eV. Its HOMO energy is -3.38 eV. As for the charge: -2.

(3)
Below is a molecular structure, C2H4BFO at a distorted geometry, with properties calculated with the ωB97M-V functional and the def2-TZVPD basis.

The geometry in XYZ format:
```
9
Properties=species:S:1:pos:R:3:lowdin_charge:R:1
F 0.276 -1.438 -0.937 0.026
O -1.723 0.345 1.133 0.092
C -1.420 -0.337 0.204 -0.226
C -0.030 -0.296 -0.313 -0.230
B 1.069 0.790 -0.102 -0.112
H 1.181 -0.435 0.652 0.208
H 0.850 1.786 0.488 0.038
H 2.035 0.536 -0.737 0.038
H -2.238 -0.952 -0.388 0.166
```

For the LUMO energy, the calculation gives -0.90 eV. Its energy above the lowest of the compared OMol25 structures with the same formula, charge and spin is 62.1 kcal/mol. Its molar mass is 73.9 g mol⁻¹. Its orbital gap is 9.8 eV. Its HOMO energy is -10.67 eV.

(4)
Below is C2H4BN5O3 in the gas phase at a distorted geometry, with properties calculated with the ωB97M-V functional and the def2-TZVPD basis.

The geometry in XYZ format:
```
15
Properties=species:S:1:pos:R:3:lowdin_charge:R:1
O -1.838 1.430 1.174 0.206
O 0.947 -0.212 2.161 0.080
O 2.614 -0.831 0.892 0.040
N -0.369 2.436 -0.493 0.146
N -0.493 -1.934 -1.646 0.068
N 0.476 -0.957 0.015 0.101
N -1.147 -0.819 -1.437 0.114
N 0.450 -2.009 -0.790 0.089
C 1.426 -0.648 1.141 -0.705
C -0.520 -0.192 -0.401 -0.097
B -0.968 1.253 0.166 -0.532
H -1.866 0.670 1.771 0.121
H -0.502 2.259 -1.496 0.076
H 1.148 -2.739 -0.678 0.206
H 0.642 2.292 -0.381 0.086
```

For the LUMO energy, the calculation gives -0.76 eV. Its molar mass is 156.9 g mol⁻¹. Its orbital gap is 9.3 eV. Its HOMO energy is -10.04 eV.

(5)
Below is a molecular structure, C2H4BaLiO at a distorted geometry, with properties calculated with the ωB97M-V functional and the def2-TZVPD basis.

The geometry in XYZ format:
```
9
Properties=species:S:1:pos:R:3:lowdin_charge:R:1
Ba -0.454 -1.203 1.522 1.557
O -0.354 0.739 -0.596 -0.245
C 0.555 1.915 -2.391 0.037
C 0.677 1.101 -1.169 -0.241
Li -1.626 0.348 0.951 0.399
H 1.133 1.154 -2.822 0.096
H 1.116 2.847 -2.390 0.130
H 1.674 0.772 -0.873 0.146
H -0.471 2.013 -2.744 0.121
```

For the LUMO energy (alpha / beta), the calculation gives -9.07 / -8.83 eV. Its energy above the lowest of the compared OMol25 structures with the same formula, charge and spin is 81.4 kcal/mol. Its molar mass is 188.3 g mol⁻¹. As for the spin multiplicity: 2. Its orbital gap (alpha / beta) is 5.3 / 10.5 eV. Its HOMO energy (alpha / beta) is -14.37 / -19.37 eV. As for the charge: +2.

(6)
Below is C2H4Br2 in the gas phase, with properties calculated with the ωB97M-V functional and the def2-TZVPD basis.

The geometry in XYZ format:
```
8
Properties=species:S:1:pos:R:3:lowdin_charge:R:1
Br 2.129 0.687 -0.377 0.614
Br -1.267 0.715 1.735 0.603
C 0.595 -0.473 -0.110 -0.706
C -0.701 0.291 -0.084 -0.692
H 0.603 -1.204 -0.914 0.057
H 0.788 -0.984 0.826 0.035
H -0.628 1.254 -0.575 0.036
H -1.520 -0.285 -0.502 0.053
```

For the LUMO energy, the calculation gives 0.85 eV. Its energy above the lowest of the compared OMol25 structures with the same formula, charge and spin is 3.5 kcal/mol. Its molar mass is 187.9 g mol⁻¹. Its orbital gap is 11.1 eV. Its HOMO energy is -10.26 eV. As for the SMILES: BrCCBr.